Record 1
2 unconnected molecules or ions with the total composition C2H2O2PS in a non-equilibrium geometry. Source: the OMol25 dataset; level of theory: ωB97M-V with the def2-TZVPD basis set.

Each line ends with the natural charge from an NBO analysis.
Element x y z (Å)
1 C -2.959 1.346 -0.390  -0.64
2 C -1.843 1.090 -0.079  -0.41
3 O 2.017 -1.306 -1.410  -0.99
4 O 1.510 -1.516 1.085  -0.97
5 P 1.677 -0.518 -0.240  1.85
6 S 3.009 0.894 0.321  -0.53
7 H -4.013 1.674 -0.611  0.20
8 H 0.602 -1.664 1.324  0.51

Computed properties:
total charge: -1
strongest force on any atom: 0.1189 Eh/bohr
frontier orbital gap (alpha / beta): 5.7 / 5.7 eV
E_HOMO (alpha / beta): -4.619 / -4.627 eV

***

Record 2
2 unconnected molecules or ions with the total composition C4H12NO in a non-equilibrium geometry. Source: the OMol25 dataset; level of theory: ωB97M-V with the def2-TZVPD basis set.

Each line ends with the natural charge from an NBO analysis.
Element x y z (Å)
1 C -0.095 2.461 1.353  -0.61
2 C -0.863 1.152 1.414  -0.50
3 C -0.246 0.233 0.458  0.12
4 C 0.220 -1.029 0.765  0.21
5 N 0.587 -1.963 -0.306  -0.75
6 H -0.114 2.981 2.324  0.31
7 H -0.571 3.223 0.730  0.27
8 H 0.957 2.380 1.087  0.24
9 H -1.930 1.336 1.209  0.36
10 H -0.896 0.669 2.398  0.27
11 H -0.089 0.672 -0.529  0.28
12 H 0.390 -1.422 1.763  0.27
13 H 0.572 -1.618 -1.297  0.51
14 H 1.528 -2.327 -0.087  0.48
15 H -0.107 -2.720 -0.266  0.49
16 H -0.526 -0.542 -3.377  0.53
17 H 0.967 -0.251 -3.083  0.52
18 O 0.173 -0.670 -2.726  -1.00

Computed properties:
2S+1: 2
total charge: +2
strongest force on any atom: 0.0395 Eh/bohr
frontier orbital gap (alpha / beta): 10.8 / 6.7 eV
<S²>: 0.76
E_HOMO (alpha / beta): -20.363 / -20.422 eV

***

Record 3
A molecular structure, C12H25N5O6V in a non-equilibrium geometry. Source: the OMol25 dataset; level of theory: ωB97M-V with the def2-TZVPD basis set.

Each line ends with the natural charge from an NBO analysis.
Element x y z (Å)
1 O 1.936 3.251 -1.473  -0.96
2 H 2.774 3.503 -1.069  0.45
3 V 0.339 0.577 -0.456  0.60
4 N 0.409 -1.353 -0.926  -0.01
5 N -0.745 0.603 -2.217  -0.04
6 N 0.678 0.171 1.476  -0.16
7 N -0.022 2.452 0.458  -0.02
8 O 0.790 -2.361 -0.159  -0.50
9 O 0.861 -1.084 1.986  -0.60
10 O -0.024 3.639 -0.030  -0.54
11 O -1.483 1.529 -2.679  -0.31
12 C -0.733 -0.609 -2.864  0.16
13 C -0.064 -1.652 -2.169  0.12
14 C 0.444 1.153 2.370  0.22
15 C -0.015 2.381 1.821  0.06
16 C 0.004 -3.075 -2.568  -0.66
17 H -0.622 -3.694 -1.908  0.24
18 H 1.034 -3.451 -2.506  0.24
19 H -0.347 -3.198 -3.594  0.22
20 C -1.536 -0.811 -4.099  -0.67
21 H -1.513 0.100 -4.709  0.25
22 H -2.585 -1.030 -3.837  0.24
23 H -1.140 -1.656 -4.678  0.22
24 C 0.555 0.852 3.816  -0.67
25 C -0.401 3.549 2.655  -0.67
26 H 1.392 0.180 4.020  0.25
27 H -0.359 0.375 4.187  0.23
28 H 0.703 1.771 4.385  0.23
29 H -0.767 4.358 2.019  0.26
30 H 0.461 3.911 3.232  0.22
31 H -1.185 3.262 3.365  0.21
32 H 0.901 -1.703 1.077  0.49
33 H 1.242 3.483 -0.847  0.48
34 C 1.941 0.970 -1.045  -0.77
35 H 1.431 0.978 -2.064  0.36
36 H 2.091 1.364 0.022  0.33
37 H 2.981 0.894 -1.352  0.28
38 O 5.190 -0.244 -1.346  -0.94
39 H 5.695 -0.053 -0.517  0.47
40 H 4.960 -1.180 -1.283  0.47
41 C -2.655 -2.841 2.112  -0.59
42 C -3.314 -1.749 1.251  -0.52
43 C -2.335 -0.837 0.678  0.45
44 N -1.632 -0.042 0.220  -0.34
45 H -1.983 -3.465 1.499  0.23
46 H -3.416 -3.492 2.556  0.22
47 H -2.067 -2.393 2.930  0.23
48 H -3.863 -2.193 0.411  0.25
49 H -4.008 -1.143 1.846  0.26

Computed properties:
2S+1: 4
strongest force on any atom: 0.1307 Eh/bohr
frontier orbital gap (alpha / beta): 6.3 / 5.6 eV
<S²>: 3.91
E_HOMO (alpha / beta): -6.696 / -7.106 eV